No. 1
{
  "formula": "C23H25N3O11S",
  "method": "ωB97M-V/def2-TZVPD",
  "lumo_ev": -0.573,
  "mol_weight_g_mol": 551.53,
  "homo_lumo_gap_ev": 9.416,
  "spin_multiplicity": 1,
  "species": ["C", "C", "O", "C", "C", "C", "O", "S", "O", "O", "O", "H", "H", "H", "H", "H", "H", "H", "H", "H", "H", "C", "C", "C", "C", "C", "C", "N", "O", "O", "H", "H", "H", "H", "H", "C", "C", "C", "C", "C", "C", "N", "O", "O", "H", "H", "H", "H", "H", "C", "C", "C", "C", "C", "C", "N", "O", "O", "H", "H", "H", "H", "H"],
  "coordinates": [[4.0774, -2.4324, 1.8570], [3.4193, -1.4365, 0.8721], [4.2275, -1.3661, -0.3103], [2.0414, -1.8370, 0.3496], [1.0264, -2.1778, 1.4405], [0.2629, -0.9483, 1.9708], [-1.0551, -1.4571, 2.3359], [-1.3728, -2.4207, 1.0845], [-1.4170, -1.7680, -0.2109], [-2.5279, -3.2533, 1.2260], [0.0423, -3.1897, 1.1324], [4.4527, -1.8784, 2.7181], [4.9505, -2.8660, 1.3755], [3.4293, -3.2421, 2.1648], [3.3864, -0.4439, 1.3277], [5.0324, -0.9067, -0.0496], [2.0986, -2.6352, -0.3813], [1.6463, -0.9606, -0.1691], [1.5167, -2.5826, 2.3265], [0.0450, -0.2131, 1.1942], [0.7440, -0.4213, 2.7848], [-4.1955, 2.7875, -0.7475], [-3.3253, 1.7459, -1.0434], [-1.9839, 1.8490, -0.7137], [-1.5331, 2.9952, -0.0833], [-2.3867, 4.0439, 0.2137], [-3.7255, 3.9362, -0.1234], [-0.1201, 3.0951, 0.2935], [0.6200, 2.1719, 0.0065], [0.2354, 4.0927, 0.8836], [-5.2440, 2.7030, -1.0027], [-3.6908, 0.8514, -1.5281], [-1.3130, 1.0341, -0.9461], [-2.0259, 4.9368, 0.7021], [-4.4031, 4.7473, 0.1035], [-1.6549, 6.3122, -5.8400], [-0.9256, 7.4108, -5.4049], [-1.0970, 7.8925, -4.1173], [-1.9992, 7.2601, -3.2802], [-2.7384, 6.1679, -3.6999], [-2.5624, 5.6942, -4.9899], [-2.1678, 7.7506, -1.9082], [-1.5193, 8.7165, -1.5681], [-2.9454, 7.1536, -1.1912], [-1.5145, 5.9354, -6.8445], [-0.2203, 7.8909, -6.0687], [-0.5304, 8.7463, -3.7772], [-3.4409, 5.6859, -3.0361], [-3.1305, 4.8401, -5.3312], [0.6526, -8.2655, 3.7013], [0.0726, -7.1401, 3.1311], [0.8214, -6.3144, 2.3080], [2.1462, -6.6344, 2.0657], [2.7415, -7.7491, 2.6307], [1.9858, -8.5672, 3.4543], [2.9351, -5.7751, 1.1781], [2.3906, -4.7902, 0.7156], [4.0837, -6.0914, 0.9546], [0.0633, -8.9109, 4.3394], [-0.9651, -6.9064, 3.3249], [0.3713, -5.4391, 1.8631], [3.7772, -7.9837, 2.4354], [2.4356, -9.4427, 3.9013]],
  "nbo_charge": [-0.654, 0.101, -0.711, -0.442, 0.061, -0.119, -0.658, 2.508, -0.937, -0.875, -0.671, 0.205, 0.235, 0.211, 0.161, 0.465, 0.262, 0.223, 0.198, 0.212, 0.222, -0.185, -0.198, -0.215, 0.073, -0.207, -0.211, 0.521, -0.397, -0.369, 0.219, 0.228, 0.258, 0.254, 0.229, -0.177, -0.209, -0.208, 0.082, -0.209, -0.209, 0.521, -0.368, -0.388, 0.221, 0.223, 0.249, 0.249, 0.223, -0.175, -0.207, -0.211, 0.078, -0.209, -0.211, 0.522, -0.395, -0.368, 0.220, 0.227, 0.262, 0.248, 0.223]
}


No. 2
{
  "formula": "C5H12N2",
  "method": "ωB97M-V/def2-TZVPD",
  "de_lowest_kcal_mol": 28.7,
  "lumo_ev": [3.782, 3.624],
  "total_charge": -1,
  "mol_weight_g_mol": 100.16,
  "homo_lumo_gap_ev": [2.639, 7.850],
  "spin_multiplicity": 2,
  "s_squared": 0.751,
  "species": ["C", "C", "C", "C", "N", "C", "N", "H", "H", "H", "H", "H", "H", "H", "H", "H", "H", "H", "H"],
  "coordinates": [[-2.7424, 0.1717, 0.6838], [-1.8059, -0.7684, 1.3538], [-0.7260, -1.1974, 0.3843], [-0.1120, 0.0324, -0.4311], [2.4139, 1.5493, -0.4704], [2.2259, 0.2109, -0.7581], [1.1233, -0.3405, -1.1228], [-2.1548, 1.0814, 0.6408], [-3.6029, 0.4852, 1.3021], [-3.0297, -0.2060, -0.3913], [-2.3396, -1.5862, 1.7480], [-1.3221, -0.2976, 2.2306], [0.2093, -1.6668, 0.8632], [-1.0799, -1.9012, -0.2850], [-0.7440, 0.5639, -1.1684], [0.1532, 0.8483, 0.3769], [1.5727, 2.1371, -0.5119], [3.3804, 1.7531, -0.2870], [3.1591, -0.3689, -0.7613]],
  "nbo_charge": [-0.633, -0.424, -0.407, -0.310, -1.153, 0.057, -0.627, 0.213, 0.194, 0.197, 0.183, 0.193, 0.208, 0.187, 0.181, 0.137, 0.359, 0.300, 0.145]
}


No. 3
{
  "formula": "C4H5O5ReSbSe4",
  "method": "ωB97M-V/def2-TZVPD",
  "de_lowest_kcal_mol": 21.9,
  "lumo_ev": [-3.213, -3.071],
  "mol_weight_g_mol": 756.89,
  "homo_lumo_gap_ev": [3.825, 3.976],
  "spin_multiplicity": 2,
  "s_squared": 0.849,
  "species": ["Re", "O", "C", "O", "C", "O", "C", "C", "O", "O", "H", "H", "H", "H", "H", "Se", "Sb", "Se", "Se", "Se"],
  "coordinates": [[-0.2541, 0.1261, 0.8697], [2.5763, 2.5564, -1.1057], [1.6586, 1.7002, -0.7852], [1.0183, 1.7867, 0.2692], [1.3719, 0.6260, -1.7995], [0.5953, -0.4273, -1.2314], [1.3310, -1.6593, -0.9516], [2.1432, -1.4398, 0.3010], [3.3100, -1.6254, 0.4101], [1.3557, -0.9325, 1.2904], [2.6705, 3.2171, -0.3939], [2.2957, 0.2527, -2.2416], [0.7686, 1.0997, -2.5806], [1.9363, -1.9357, -1.8109], [0.5556, -2.4000, -0.7647], [-4.7144, 0.7590, 4.3543], [-5.2086, -0.2856, 2.3274], [-2.3359, -0.0412, 1.5407], [-5.3508, -2.5581, 1.8541], [-5.7236, 1.1810, 0.4483]],
  "nbo_charge": [1.066, -0.595, 0.823, -0.638, -0.194, -0.526, -0.189, 0.731, -0.502, -0.751, 0.529, 0.246, 0.262, 0.221, 0.248, -0.568, 0.980, 0.108, -0.595, -0.656]
}


No. 4
{
  "formula": "C9H13MnN5O4",
  "method": "ωB97M-V/def2-TZVPD",
  "de_lowest_kcal_mol": 17.2,
  "lumo_ev": [-0.112, -0.101],
  "mol_weight_g_mol": 310.17,
  "homo_lumo_gap_ev": [8.496, 8.397],
  "spin_multiplicity": 2,
  "s_squared": 0.774,
  "species": ["Mn", "N", "C", "C", "O", "O", "H", "H", "H", "H", "N", "C", "N", "C", "N", "O", "C", "O", "C", "N", "C", "C", "C", "H", "H", "H", "H", "H", "H", "H", "H", "H"],
  "coordinates": [[0.2682, -0.0572, -0.8540], [1.6690, 0.1832, 0.5435], [2.4909, 1.3448, 0.1335], [1.6367, 2.2960, -0.7158], [1.9108, 3.4648, -0.8060], [0.6495, 1.6929, -1.3499], [1.1249, 0.4143, 1.3721], [2.2556, -0.6102, 0.7866], [3.2953, 0.9786, -0.5069], [2.9419, 1.8756, 0.9705], [-1.2058, -0.2849, 0.4182], [-2.3539, -0.5331, 0.5125], [-3.5376, -0.8351, 0.8188], [-4.5410, -0.9738, -0.0259], [-5.4684, -1.1302, -0.6970], [1.6183, -3.0632, 0.4553], [0.5570, -2.9356, -0.3036], [0.4582, -2.0769, -1.1685], [-0.5733, -3.8973, 0.0057], [-0.0477, -4.9325, 0.9062], [0.1496, -6.1240, 0.0559], [-0.9959, -6.0859, -0.9495], [-1.1465, -4.5889, -1.2558], [-1.3217, -3.2782, 0.5081], [-0.7151, -5.1336, 1.6397], [1.3851, -3.8390, 1.0447], [0.1946, -7.0223, 0.6679], [1.1104, -6.0222, -0.4574], [-1.9061, -6.4706, -0.4854], [-0.7991, -6.6784, -1.8410], [-2.1812, -4.3000, -1.4224], [-0.5844, -4.2963, -2.1422]],
  "nbo_charge": [1.187, -0.788, -0.351, 0.768, -0.589, -0.775, 0.397, 0.391, 0.218, 0.217, -0.734, 0.631, -0.669, 0.425, -0.437, -0.654, 0.861, -0.679, -0.196, -0.649, -0.229, -0.420, -0.415, 0.264, 0.388, 0.526, 0.219, 0.190, 0.210, 0.229, 0.241, 0.225]
}


No. 5
{
  "formula": "C3H11N2S",
  "method": "ωB97M-V/def2-TZVPD",
  "de_lowest_kcal_mol": 8.8,
  "lumo_ev": [0.994, 0.981],
  "mol_weight_g_mol": 107.20,
  "homo_lumo_gap_ev": [6.316, 9.781],
  "spin_multiplicity": 2,
  "s_squared": 0.753,
  "species": ["C", "C", "S", "H", "H", "H", "H", "H", "H", "N", "C", "N", "H", "H", "H", "H", "H"],
  "coordinates": [[2.9182, -0.1226, 1.2237], [2.3713, -1.5012, 0.8824], [0.5643, -1.2271, 0.5792], [2.2300, 0.2917, 1.9544], [2.8971, 0.5215, 0.3427], [3.9469, -0.1537, 1.5466], [2.7061, -2.0086, -0.0096], [2.4435, -2.1837, 1.7279], [0.1356, -2.4682, 0.3086], [-1.7756, 0.9541, -0.1212], [-2.9349, 0.9150, -0.8909], [-2.8778, 1.1869, -2.2514], [-1.2650, 1.8110, 0.0371], [-1.8050, 0.2829, 0.6263], [-3.9331, 0.8450, -0.4815], [-3.6262, 1.6329, -2.7446], [-1.9954, 1.2239, -2.7298]],
  "nbo_charge": [-0.626, -0.481, -0.089, 0.216, 0.213, 0.219, 0.213, 0.206, 0.125, -0.870, 0.063, -0.838, 0.362, 0.384, 0.144, 0.379, 0.379]
}


No. 6
{
  "formula": "H20N2O11",
  "method": "ωB97M-V/def2-TZVPD",
  "de_lowest_kcal_mol": 55.6,
  "lumo_ev": -0.707,
  "mol_weight_g_mol": 224.16,
  "homo_lumo_gap_ev": 8.173,
  "spin_multiplicity": 1,
  "species": ["N", "H", "H", "H", "H", "N", "O", "O", "O", "O", "H", "H", "O", "H", "H", "O", "H", "H", "O", "H", "H", "O", "H", "H", "O", "H", "H", "O", "H", "H", "O", "H", "H"],
  "coordinates": [[-0.0531, 0.5378, -0.0227], [-0.4373, 0.7329, -0.9753], [0.3210, 1.2669, 0.6892], [0.8228, -0.0395, -0.2000], [-0.6833, -0.2173, 0.3030], [-1.2312, -2.8201, -0.3587], [-2.0783, -2.4281, 0.4814], [-0.9777, -2.1689, -1.4087], [-0.3470, -3.5928, 0.0212], [-0.7875, 0.3719, 3.2042], [-0.5636, 1.2998, 3.6384], [-1.0489, -0.0300, 3.9377], [2.0549, -2.1131, 0.7853], [2.8608, -2.6342, 1.1346], [1.3241, -2.6956, 0.5465], [-2.1392, -0.4748, -2.4578], [-1.5550, -1.2779, -2.1866], [-1.6596, 0.1499, -3.0310], [1.3551, -0.8763, 3.1743], [1.5259, -1.3174, 2.3968], [0.4040, -0.8015, 2.9928], [-3.0880, 1.1855, 1.0960], [-3.5339, 1.2536, 0.2551], [-3.3129, 0.3499, 1.4676], [0.1591, 0.8166, -3.6674], [0.6917, 0.0232, -3.7349], [0.6301, 1.7349, -3.6870], [-0.1633, 3.4750, -1.1146], [0.3484, 4.1280, -0.5467], [0.3302, 2.9999, -1.6692], [3.4306, 0.7924, -0.3481], [3.5391, 1.2942, -1.0501], [3.8618, 1.0752, 0.3349]],
  "nbo_charge": [-0.925, 0.480, 0.473, 0.459, 0.479, 0.722, -0.503, -0.574, -0.514, -0.923, 0.483, 0.466, -1.006, 0.496, 0.512, -1.039, 0.477, 0.463, -0.976, 0.470, 0.466, -0.960, 0.481, 0.481, -0.985, 0.503, 0.489, -0.942, 0.488, 0.455, -0.917, 0.456, 0.463]
}